C13H20ClNO | ωB97M-V/def2-TZVPD

The geometry in XYZ format:
```
36
Properties=species:S:1:pos:R:3:lowdin_charge:R:1
C -2.621 -2.045 0.970 -0.072
C -1.246 -1.366 0.948 -0.248
N -1.001 -0.456 -0.156 -0.188
C -1.848 0.724 -0.169 -0.246
C -1.579 1.637 1.023 -0.070
C -0.918 -1.107 -1.450 -0.171
C 0.113 -0.424 -2.359 -0.160
O 1.448 -0.636 -1.939 -0.076
C 1.777 -0.214 -0.673 -0.273
C 1.913 1.136 -0.333 -0.209
C 1.694 2.220 -1.345 -0.028
C 2.286 1.467 0.963 -0.060
C 2.556 0.497 1.910 -0.083
C 2.483 -0.840 1.565 -0.108
C 2.101 -1.181 0.281 -0.588
Cl 2.032 -2.848 -0.167 0.732
H -3.418 -1.318 1.103 0.062
H -2.662 -2.749 1.797 0.072
H -2.797 -2.590 0.045 0.069
H -0.472 -2.136 0.910 0.085
H -1.100 -0.807 1.874 0.109
H -1.622 1.276 -1.085 0.104
H -2.920 0.466 -0.206 0.112
H -0.507 1.762 1.155 0.061
H -1.996 1.228 1.939 0.066
H -2.033 2.610 0.851 0.073
H -0.599 -2.140 -1.301 0.111
H -1.885 -1.118 -1.980 0.126
H 0.070 -0.866 -3.358 0.131
H -0.108 0.646 -2.437 0.101
H 1.926 1.859 -2.345 0.086
H 0.661 2.565 -1.326 0.078
H 2.334 3.071 -1.123 0.083
H 2.379 2.511 1.226 0.113
H 2.841 0.779 2.911 0.102
H 2.717 -1.614 2.278 0.104
```

SMILES: CCN(CC)CCOc1c(C)cccc1Cl
Energy relative to the best compared isomer or geometry (same formula, charge and spin), kcal per mole: 6.5
HOMO, Eh: -0.29171
Orbital gap, eV: 8.8
Calculated total energy, eV: -29865.240